{"formula": "C2H7ClNOP", "method": "the ωB97M-V functional and the def2-TZVPD basis", "e_tot_ha": -1011.922596, "max_force_ha_per_bohr": 0.0626, "total_charge": 0, "lumo_ev": 0.4, "de_lowest_kcal_mol": 54.1, "gap_ev": 10.119, "elements": ["C", "C", "N", "O", "P", "Cl", "H", "H", "H", "H", "H", "H", "H"], "coordinates": [[1.154, 1.391, 1.193], [0.203, -1.042, -1.275], [0.716, 0.033, 1.394], [-0.506, -2.272, 1.170], [0.095, -1.072, 0.587], [-2.585, 0.863, -0.692], [2.106, 1.620, 1.530], [0.436, 1.968, 1.857], [1.113, 1.706, 0.172], [0.348, -2.058, -1.697], [-0.750, -0.582, -1.861], [1.058, -0.408, -1.635], [-3.389, -0.147, -0.744]], "forces_ev_per_angstrom": [[-3.1, -0.1, 0.8], [-1.2, 1.0, -1.7], [0.6, 0.2, 0.0], [-0.2, -0.2, -0.5], [0.1, 0.0, -0.9], [-0.4, -0.1, 0.1], [2.0, -0.1, 0.9], [0.9, 0.0, -1.1], [-0.3, 0.4, -0.8], [-0.1, 0.5, 0.6], [2.1, -1.2, 1.9], [-0.7, -0.5, 0.7], [0.2, 0.3, 0.0]]}